Arrangement one

{"formula": "C15H45N3O6", "method": "wB97M-V/def2-TZVPD", "homo_lumo_gap_ev": 7.40, "e_lumo_ev": 0.41, "species": ["C", "O", "H", "H", "H", "H", "C", "O", "H", "H", "H", "H", "C", "O", "H", "H", "H", "H", "C", "C", "C", "O", "C", "N", "H", "H", "H", "H", "H", "H", "H", "H", "H", "H", "H", "C", "C", "C", "O", "C", "N", "H", "H", "H", "H", "H", "H", "H", "H", "H", "H", "H", "C", "C", "C", "O", "C", "N", "H", "H", "H", "H", "H", "H", "H", "H", "H", "H", "H"], "positions_angstrom": [[0.472, -2.900, -1.678], [0.437, -1.510, -1.969], [1.306, -3.088, -1.002], [-0.291, -3.367, -1.056], [0.734, -3.459, -2.576], [0.732, -1.135, -1.136], [0.723, 1.112, -1.399], [-0.308, 0.463, -2.134], [1.432, 1.581, -2.082], [0.354, 1.888, -0.728], [1.182, 0.442, -0.672], [0.106, -0.345, -2.445], [1.432, 3.775, -1.116], [0.545, 4.471, -0.352], [1.970, 4.244, -1.940], [2.167, 3.568, -0.338], [0.966, 2.872, -1.511], [0.941, 5.205, 0.124], [1.047, 0.010, 2.638], [0.054, -0.852, 1.894], [-1.471, -0.344, 1.913], [-2.016, -0.191, 3.234], [-2.087, -1.397, 4.032], [0.525, -0.828, 0.513], [0.915, -0.125, 3.712], [1.059, 1.093, 2.517], [2.011, -0.430, 2.381], [0.051, -1.911, 2.151], [-1.966, -1.073, 1.272], [-1.560, 0.530, 1.269], [-1.041, -1.470, 4.332], [-2.430, -2.362, 3.658], [-2.485, -1.229, 5.033], [0.835, 0.042, 0.104], [0.018, -1.320, -0.209], [-3.383, -0.778, -0.487], [-2.390, -1.100, -1.587], [-3.110, -2.095, -2.526], [-3.839, -3.164, -1.834], [-4.711, -3.809, -2.821], [-2.062, 0.144, -2.223], [-3.700, -1.626, 0.119], [-4.207, -0.141, -0.810], [-2.966, -0.119, 0.274], [-1.498, -1.602, -1.213], [-2.378, -2.556, -3.189], [-3.753, -1.518, -3.191], [-5.249, -3.023, -3.352], [-5.425, -4.383, -2.232], [-4.136, -4.366, -3.561], [-1.250, -0.011, -2.803], [-1.716, 0.638, -1.413], [3.639, 2.775, -0.027], [2.485, 2.567, 0.993], [2.588, 1.294, 1.769], [2.111, 0.242, 0.999], [2.986, -0.845, 0.781], [2.607, 3.732, 1.872], [3.636, 3.549, -0.794], [3.803, 1.907, -0.666], [4.538, 2.804, 0.590], [1.482, 2.563, 0.567], [1.915, 1.360, 2.624], [3.566, 1.049, 2.184], [3.933, -0.643, 0.279], [2.644, -1.576, 0.048], [3.276, -1.356, 1.699], [2.474, 4.386, 1.114], [1.734, 3.740, 2.380]]}

***

Arrangement two

{"formula": "C15H45N3O6", "method": "wB97M-V/def2-TZVPD", "homo_lumo_gap_ev": 9.18, "e_lumo_ev": 0.25, "smiles": "COC[C@H](C)N.COC[C@H](C)N.COC[C@H](C)N.CO.CO.CO", "species": ["C", "O", "C", "C", "C", "N", "H", "H", "H", "H", "H", "H", "H", "H", "H", "H", "H", "C", "O", "C", "C", "C", "N", "H", "H", "H", "H", "H", "H", "H", "H", "H", "H", "H", "C", "O", "C", "C", "C", "N", "H", "H", "H", "H", "H", "H", "H", "H", "H", "H", "H", "C", "O", "H", "H", "H", "H", "C", "O", "H", "H", "H", "H", "C", "O", "H", "H", "H", "H"], "positions_angstrom": [[-5.786, 4.892, 2.052], [-4.422, 4.811, 1.684], [-4.168, 3.578, 1.065], [-3.834, 2.503, 2.111], [-2.756, 2.833, 3.080], [-3.445, 1.287, 1.440], [-6.455, 4.889, 1.192], [-6.086, 5.784, 2.602], [-5.997, 4.076, 2.743], [-4.924, 3.345, 0.315], [-3.260, 3.782, 0.498], [-4.685, 2.288, 2.758], [-2.952, 3.764, 3.614], [-1.796, 2.859, 2.565], [-2.704, 2.056, 3.842], [-2.562, 1.439, 0.974], [-4.162, 1.131, 0.747], [-5.293, 0.482, -3.980], [-4.142, 0.110, -4.647], [-3.068, -0.232, -3.652], [-1.802, -0.844, -4.368], [-1.127, 0.166, -5.175], [-2.187, -1.925, -5.306], [-5.694, -0.204, -3.234], [-6.071, 0.761, -4.691], [-4.976, 1.327, -3.370], [-2.796, 0.750, -3.264], [-3.424, -0.959, -2.923], [-1.053, -1.189, -3.656], [-0.534, -0.328, -5.944], [-0.515, 0.884, -4.628], [-1.854, 0.787, -5.699], [-1.435, -2.348, -5.831], [-2.528, -1.401, -6.099], [4.313, -3.958, 2.150], [3.768, -5.298, 1.920], [3.304, -5.881, 3.152], [2.790, -7.329, 2.953], [2.506, -8.100, 4.232], [3.895, -8.088, 2.272], [4.644, -3.510, 1.213], [5.159, -4.106, 2.822], [3.502, -3.308, 2.478], [4.084, -5.952, 3.911], [2.487, -5.336, 3.624], [1.943, -7.352, 2.268], [3.390, -8.196, 4.862], [2.292, -9.168, 4.196], [1.669, -7.636, 4.754], [4.175, -7.365, 1.624], [4.714, -8.184, 2.855], [2.212, 5.874, -3.210], [1.536, 6.006, -1.987], [2.934, 6.683, -3.316], [2.779, 4.951, -3.091], [1.532, 5.829, -4.061], [2.212, 6.193, -1.332], [6.166, 2.391, 1.731], [6.283, 1.300, 2.672], [5.569, 3.150, 2.238], [7.118, 2.865, 1.491], [5.869, 1.941, 0.784], [6.724, 1.581, 3.477], [1.714, 1.242, -0.501], [0.370, 1.765, -0.725], [2.088, 1.583, 0.464], [1.719, 0.154, -0.439], [2.507, 1.461, -1.216], [0.524, 2.641, -1.086]]}

***

Least stable structure: arrangement one

***

Arrangement one

{"formula": "C2H4NO2", "method": "wB97M-V/def2-TZVPD", "homo_lumo_gap_ev": 6.38, "total_charge": 1, "e_lumo_ev": -8.48, "species": ["C", "C", "N", "O", "O", "H", "H", "H", "H"], "positions_angstrom": [[-0.980, 0.507, -0.076], [0.162, -0.552, -0.031], [-4.364, 0.381, 0.048], [-2.097, 0.098, -0.007], [-4.987, -0.520, 0.058], [-0.814, 1.633, -0.213], [1.181, -0.182, 0.234], [0.267, -1.283, -0.938], [-0.003, -1.170, 0.845]]}

***

Arrangement two

{"formula": "C2H4NO2", "method": "wB97M-V/def2-TZVPD", "homo_lumo_gap_ev": 10.93, "total_charge": 1, "e_lumo_ev": -4.71, "smiles": "[NH3+][C@H]1OC1=O", "species": ["N", "C", "O", "C", "O", "H", "H", "H", "H"], "positions_angstrom": [[0.184, 0.759, -0.759], [-0.192, -0.487, -0.148], [0.876, -1.132, 0.579], [-0.043, -0.673, 1.355], [-0.428, -0.576, 2.506], [1.169, 1.128, -0.613], [-0.665, 1.372, -0.389], [-0.079, 0.691, -1.720], [-0.824, -1.081, -0.809]]}

***

Least stable structure: arrangement one

***

Arrangement one

{"formula": "C24H37AsGeIN2O2Ti", "method": "wB97M-V/def2-TZVPD", "homo_lumo_gap_ev": 6.41, "total_charge": -1, "e_lumo_ev": 2.20, "species": ["Ti", "C", "C", "N", "C", "C", "C", "O", "C", "C", "N", "C", "C", "C", "C", "C", "C", "I", "C", "O", "H", "H", "H", "H", "H", "H", "H", "H", "H", "H", "H", "H", "C", "C", "As", "C", "C", "C", "C", "H", "H", "H", "H", "H", "H", "H", "H", "H", "H", "H", "H", "H", "H", "H", "C", "Ge", "C", "C", "C", "H", "H", "H", "H", "H", "H", "H", "H", "H", "H"], "positions_angstrom": [[0.940, 0.502, 0.432], [0.549, 1.403, 4.965], [-0.109, 0.118, 4.549], [-0.577, -0.667, 5.497], [-1.179, -1.815, 5.154], [-1.334, -2.232, 3.854], [-1.999, -3.551, 3.578], [-1.119, -4.518, 3.001], [-0.827, -1.417, 2.818], [-0.939, -1.841, 1.432], [-0.315, -1.220, 0.510], [-0.330, -1.480, -0.885], [-0.935, -2.555, -1.526], [-0.867, -2.583, -2.912], [-0.216, -1.559, -3.600], [0.391, -0.508, -2.917], [0.364, -0.448, -1.523], [1.918, 3.059, -0.343], [-0.206, -0.195, 3.156], [0.246, 0.673, 2.293], [1.213, 1.218, 5.810], [-0.205, 2.122, 5.292], [1.109, 1.839, 4.142], [-1.551, -2.425, 5.971], [-2.830, -3.438, 2.877], [-2.413, -3.937, 4.514], [-0.224, -4.300, 3.281], [-1.537, -2.723, 1.212], [-1.439, -3.345, -0.980], [-1.318, -3.399, -3.464], [-0.178, -1.596, -4.683], [0.896, 0.267, -3.485], [-3.175, 4.076, -1.401], [-1.864, 3.303, -1.427], [-1.653, 1.912, -0.060], [-2.255, 2.833, 1.568], [-1.275, 3.892, 2.059], [-3.290, 0.859, -0.372], [-3.387, 0.343, -1.805], [-3.234, 4.788, -2.228], [-3.283, 4.644, -0.475], [-4.039, 3.411, -1.480], [-1.003, 3.961, -1.302], [-1.720, 2.796, -2.384], [-2.353, 2.035, 2.309], [-3.252, 3.250, 1.406], [-0.296, 3.454, 2.255], [-1.635, 4.362, 2.978], [-1.126, 4.677, 1.315], [-4.169, 1.453, -0.106], [-3.240, 0.026, 0.335], [-3.508, 1.168, -2.511], [-4.243, -0.324, -1.932], [-2.489, -0.207, -2.092], [4.061, 0.025, -2.039], [3.657, -1.207, -0.568], [2.962, -2.876, -1.358], [5.395, -1.680, 0.248], [2.474, -0.475, 0.765], [4.789, -0.425, -2.719], [4.462, 0.960, -1.649], [3.157, 0.264, -2.598], [3.676, -3.282, -2.079], [2.017, -2.691, -1.873], [2.789, -3.625, -0.584], [6.053, -2.142, -0.492], [5.261, -2.380, 1.075], [5.886, -0.785, 0.635], [2.704, -0.793, 1.788]]}

***

Arrangement two

{"formula": "C24H37AsGeIN2O2Ti", "method": "wB97M-V/def2-TZVPD", "homo_lumo_gap_ev": [5.57, 6.04], "total_charge": -1, "e_lumo_ev": [2.03, 1.98], "species": ["Ti", "C", "C", "N", "C", "C", "C", "O", "C", "C", "N", "C", "C", "C", "C", "C", "C", "I", "C", "O", "H", "H", "H", "H", "H", "H", "H", "H", "H", "H", "H", "H", "C", "C", "As", "C", "C", "C", "C", "H", "H", "H", "H", "H", "H", "H", "H", "H", "H", "H", "H", "H", "H", "H", "C", "Ge", "C", "C", "C", "H", "H", "H", "H", "H", "H", "H", "H", "H", "H"], "positions_angstrom": [[-0.993, -0.247, -0.207], [0.640, -4.409, -0.411], [1.401, -3.468, 0.479], [2.350, -3.986, 1.246], [3.047, -3.162, 2.036], [2.822, -1.806, 2.135], [3.638, -0.988, 3.092], [2.903, -0.575, 4.248], [1.788, -1.231, 1.364], [1.426, 0.156, 1.508], [0.350, 0.597, 0.939], [-0.216, 1.892, 0.952], [0.223, 3.005, 1.656], [-0.483, 4.188, 1.478], [-1.577, 4.228, 0.620], [-1.989, 3.083, -0.065], [-1.327, 1.872, 0.091], [-2.820, -0.729, -2.229], [1.092, -2.091, 0.476], [0.188, -1.636, -0.372], [0.270, -5.247, 0.180], [1.303, -4.813, -1.179], [-0.198, -3.909, -0.891], [3.832, -3.621, 2.629], [4.001, -0.075, 2.614], [4.512, -1.568, 3.404], [2.140, -1.157, 4.328], [2.016, 0.809, 2.145], [1.082, 2.964, 2.318], [-0.176, 5.082, 2.007], [-2.119, 5.159, 0.490], [-2.851, 3.155, -0.723], [1.290, 1.447, -5.150], [0.277, 1.477, -4.013], [0.727, 0.469, -2.382], [1.561, -1.134, -3.161], [0.559, -2.083, -3.808], [2.431, 1.344, -1.906], [2.287, 2.832, -1.602], [0.973, 2.105, -5.963], [1.396, 0.443, -5.562], [2.277, 1.782, -4.822], [-0.692, 1.090, -4.334], [0.100, 2.501, -3.677], [2.078, -1.630, -2.336], [2.321, -0.808, -3.874], [-0.160, -2.443, -3.073], [1.064, -2.945, -4.251], [-0.013, -1.585, -4.594], [3.155, 1.177, -2.708], [2.797, 0.806, -1.026], [1.944, 3.382, -2.481], [3.242, 3.266, -1.294], [1.565, 3.007, -0.804], [-4.855, 0.435, 1.021], [-3.573, -0.497, 2.178], [-2.946, 0.830, 3.503], [-4.513, -1.917, 3.184], [-2.061, -1.190, 1.215], [-5.722, 0.767, 1.597], [-5.188, -0.210, 0.209], [-4.366, 1.304, 0.580], [-3.781, 1.259, 4.062], [-2.422, 1.634, 2.982], [-2.254, 0.368, 4.209], [-5.307, -1.506, 3.811], [-3.801, -2.439, 3.826], [-4.951, -2.647, 2.501], [-1.712, -2.162, 1.584]]}

***

Least stable structure: arrangement two

***

Arrangement one

{"formula": "CH7NO2", "method": "wB97M-V/def2-TZVPD", "homo_lumo_gap_ev": 4.53, "e_lumo_ev": -4.92, "species": ["N", "C", "O", "H", "H", "H", "H", "H", "H", "H", "O"], "positions_angstrom": [[-0.079, 0.647, -1.065], [-0.588, -0.223, 0.111], [1.330, -1.416, -1.368], [0.354, -0.633, 0.514], [0.641, 0.064, -1.492], [-1.055, 0.489, 0.849], [-1.321, -1.022, -0.187], [1.720, -1.994, -2.012], [0.377, 1.525, -0.829], [-1.000, 1.812, 2.789], [-0.784, 0.987, 2.263]]}

***

Arrangement two

{"formula": "CH7NO2", "method": "wB97M-V/def2-TZVPD", "homo_lumo_gap_ev": 11.00, "e_lumo_ev": 0.41, "smiles": "C=N.O.O", "species": ["C", "N", "H", "H", "H", "O", "H", "H", "O", "H", "H"], "positions_angstrom": [[-1.176, -1.498, 0.646], [-2.158, -0.719, 0.820], [-0.105, -1.356, 1.019], [-1.255, -2.451, 0.000], [-1.951, 0.007, 1.508], [-1.340, 2.550, 0.342], [-1.837, 2.422, -0.481], [-1.167, 1.638, 0.722], [3.883, -0.467, -1.316], [2.995, -0.040, -1.129], [4.110, -0.086, -2.132]]}

***

Least stable structure: arrangement one

***

Arrangement one

{"formula": "C29H27CsN3OPS", "method": "wB97M-V/def2-TZVPD", "homo_lumo_gap_ev": 4.60, "total_charge": -2, "e_lumo_ev": 3.96, "species": ["Cs", "N", "C", "S", "N", "N", "C", "C", "C", "C", "C", "C", "C", "O", "H", "H", "H", "H", "H", "H", "H", "C", "C", "C", "C", "C", "C", "C", "P", "C", "C", "C", "C", "C", "C", "C", "C", "C", "C", "C", "C", "C", "C", "H", "H", "H", "H", "H", "H", "H", "H", "H", "H", "H", "H", "H", "H", "H", "H", "H", "H", "H", "H"], "positions_angstrom": [[-1.225, 0.834, 1.407], [-5.752, 3.721, 0.849], [-4.817, 2.744, 1.286], [-3.827, 2.020, 0.023], [-4.861, 2.549, 2.557], [-4.089, 1.571, 3.173], [-2.953, 1.887, 3.655], [-2.178, 3.148, 3.572], [-2.802, 4.395, 3.663], [-2.077, 5.575, 3.694], [-0.679, 5.497, 3.626], [-0.033, 4.282, 3.526], [-0.747, 3.045, 3.482], [-0.146, 1.915, 3.323], [-6.023, 3.554, -0.108], [-6.538, 3.767, 1.483], [-2.476, 1.088, 4.226], [-3.884, 4.420, 3.691], [-2.582, 6.532, 3.751], [-0.090, 6.409, 3.638], [1.048, 4.224, 3.460], [2.904, -1.452, -3.168], [1.494, -1.783, -3.601], [1.274, -2.028, -4.962], [0.024, -2.362, -5.458], [-1.048, -2.458, -4.582], [-0.845, -2.199, -3.235], [0.411, -1.863, -2.714], [0.347, -1.583, -0.875], [1.713, -0.375, -0.557], [2.733, -0.703, 0.334], [3.726, 0.214, 0.654], [3.716, 1.473, 0.073], [2.694, 1.817, -0.801], [1.674, 0.920, -1.111], [0.557, 1.342, -2.036], [0.896, -3.173, -0.218], [1.645, -4.081, -0.974], [1.927, -5.373, -0.561], [1.375, -5.786, 0.678], [0.647, -4.940, 1.461], [0.423, -3.543, 1.117], [-0.195, -2.684, 1.995], [3.614, -1.839, -3.903], [3.150, -1.877, -2.196], [3.058, -0.373, -3.085], [2.119, -1.963, -5.642], [-0.110, -2.547, -6.519], [-2.037, -2.716, -4.942], [-1.684, -2.247, -2.551], [2.731, -1.694, 0.779], [4.499, -0.055, 1.365], [4.483, 2.199, 0.320], [2.663, 2.813, -1.230], [0.644, 2.396, -2.300], [-0.419, 1.188, -1.569], [0.553, 0.752, -2.955], [1.986, -3.781, -1.959], [2.491, -6.053, -1.185], [1.521, -6.810, 1.009], [0.234, -5.294, 2.400], [-0.282, -1.633, 1.776], [-0.576, -3.024, 2.951]]}

***

Arrangement two

{"formula": "C29H27CsN3OPS", "method": "wB97M-V/def2-TZVPD", "homo_lumo_gap_ev": 4.59, "total_charge": -2, "e_lumo_ev": 3.92, "species": ["Cs", "N", "C", "S", "N", "N", "C", "C", "C", "C", "C", "C", "C", "O", "H", "H", "H", "H", "H", "H", "H", "C", "C", "C", "C", "C", "C", "C", "P", "C", "C", "C", "C", "C", "C", "C", "C", "C", "C", "C", "C", "C", "C", "H", "H", "H", "H", "H", "H", "H", "H", "H", "H", "H", "H", "H", "H", "H", "H", "H", "H", "H", "H"], "positions_angstrom": [[-0.268, 0.063, 2.024], [-3.014, -3.161, 5.453], [-1.931, -2.406, 4.947], [-1.541, -2.673, 3.276], [-1.427, -1.574, 5.786], [-0.344, -0.806, 5.422], [-0.536, 0.408, 5.067], [-1.777, 1.175, 4.854], [-2.915, 1.001, 5.638], [-4.037, 1.800, 5.490], [-4.025, 2.799, 4.514], [-2.922, 2.990, 3.712], [-1.748, 2.189, 3.832], [-0.746, 2.338, 3.045], [-3.104, -4.027, 4.945], [-2.940, -3.292, 6.453], [0.379, 0.961, 4.853], [-2.913, 0.210, 6.377], [-4.910, 1.638, 6.110], [-4.900, 3.430, 4.378], [-2.911, 3.758, 2.946], [0.491, 0.123, -4.522], [0.471, -1.323, -4.100], [0.101, -2.271, -5.051], [0.048, -3.626, -4.761], [0.375, -4.063, -3.489], [0.740, -3.131, -2.529], [0.798, -1.763, -2.801], [1.275, -0.732, -1.337], [0.209, 0.762, -1.545], [0.803, 2.023, -1.595], [0.037, 3.176, -1.664], [-1.345, 3.083, -1.682], [-1.946, 1.836, -1.607], [-1.194, 0.668, -1.521], [-1.909, -0.652, -1.390], [2.962, -0.194, -1.704], [3.622, -0.561, -2.878], [4.956, -0.286, -3.118], [5.677, 0.383, -2.106], [5.085, 0.735, -0.931], [3.693, 0.466, -0.631], [3.174, 0.829, 0.586], [0.572, 0.190, -5.609], [1.326, 0.656, -4.075], [-0.423, 0.632, -4.215], [-0.148, -1.932, -6.051], [-0.246, -4.333, -5.528], [0.340, -5.116, -3.241], [0.980, -3.459, -1.524], [1.884, 2.086, -1.574], [0.522, 4.145, -1.689], [-1.957, 3.975, -1.724], [-3.029, 1.764, -1.590], [-2.987, -0.498, -1.327], [-1.595, -1.184, -0.488], [-1.705, -1.316, -2.230], [3.076, -1.114, -3.633], [5.431, -0.592, -4.042], [6.729, 0.609, -2.257], [5.667, 1.228, -0.158], [2.145, 0.684, 0.881], [3.824, 1.273, 1.329]]}

***

Least stable structure: arrangement one